DFT (ωB97M-V/def2-TZVPD) results for a 2-piece molecular cluster, C2H8N2O2S overall at a distorted geometry.

Summary:
2S+1 = 1
relative energy (zero: lowest compared OMol25 entry of this formula, charge and spin) = 0.536 eV
SMILES string = [H]/N=C(/C)N.OSO
HOMO = -8.00 eV

Each line ends with the Mulliken charge.
Atoms and positions in Å:
1 S -3.6426 0.4519 -0.4022  0.140
2 O -4.5094 -0.8778 -0.1214  -0.442
3 O -2.2127 0.2154 0.2981  -0.394
4 N 0.5017 -0.8809 -0.2138  -0.509
5 N 2.8797 -0.4544 -0.4644  -0.433
6 C 1.1713 1.1692 0.5281  -0.994
7 C 1.5825 -0.1590 -0.0610  0.554
8 H 0.7736 1.9419 -0.1549  0.256
9 H 2.1092 1.6400 0.8581  0.350
10 H 3.4573 0.3472 -0.6640  0.201
11 H -4.6058 -1.1516 0.7893  0.331
12 H 0.4369 1.1451 1.3988  0.220
13 H 0.5463 -1.7272 -0.7248  0.150
14 H -1.6672 -0.2995 -0.1985  0.352
15 H 3.1794 -1.3603 -0.8672  0.218

DFT (ωB97M-V/def2-TZVPD) results for C18H14N5O2S2SeV as an isolated structure at a distorted geometry.

Summary:
2S+1 = 2
relative energy (zero: lowest compared OMol25 entry of this formula, charge and spin) = 0.594 eV
total charge = -1
HOMO (alpha / beta) = -4.13 / -3.23 eV
⟨S²⟩ = 0.804

Each line ends with the Mulliken spin population.
Atoms and positions in Å:
1 Se 0.0553 -0.3122 -6.1969  0.022
2 V 0.2811 -0.4674 -1.3261  1.150
3 S 1.9296 0.0433 2.8051  -0.002
4 S -3.3224 -1.6509 -2.2365  -0.001
5 O 0.0365 1.5327 -1.0712  0.016
6 O -0.8814 3.5535 -1.3594  0.002
7 N 0.1257 -3.5648 -1.4953  0.031
8 N -3.0153 2.9315 0.1912  0.001
9 N 0.4814 -0.5818 0.7696  -0.027
10 N 0.0458 -0.3462 -3.2513  -0.081
11 N -4.4998 0.7293 -1.4558  0.000
12 C 5.0469 -0.1925 -0.5841  -0.003
13 C -0.3585 -0.6505 1.8691  0.015
14 C 2.2797 -0.5306 -1.2143  -0.080
15 C 2.7468 -0.2535 0.0996  -0.004
16 C -3.9460 -0.2645 -1.7855  0.000
17 C 1.7142 -0.2541 1.1013  -0.015
18 C -1.7941 -0.7038 4.2333  -0.003
19 C 4.6185 -0.4537 -1.9001  -0.002
20 C 0.1810 -2.3819 -1.4290  -0.070
21 C -1.7834 2.1524 0.3327  0.003
22 C 4.1082 -0.0949 0.4104  -0.001
23 C -1.7019 -1.0155 1.8344  -0.018
24 C 3.2877 -0.6132 -2.2051  0.009
25 C -0.4569 -0.3490 4.2748  0.002
26 C 0.0477 -0.3223 -4.4197  0.065
27 C -0.8138 2.4559 -0.8181  0.002
28 C 0.2556 -0.3309 3.0812  -0.002
29 C -2.4086 -1.0383 3.0217  -0.003
30 H 6.0999 -0.0762 -0.3621  -0.001
31 H -4.1987 1.6594 -1.0930  0.000
32 H -2.0035 1.0834 0.3500  -0.005
33 H -3.3554 3.2537 1.0882  0.000
34 H -2.3691 -0.7246 5.1499  0.000
35 H -1.2429 2.3803 1.2590  -0.001
36 H 0.3941 -4.4257 -1.9187  0.000
37 H -2.1647 -1.2793 0.8898  0.002
38 H 5.3592 -0.5273 -2.6892  0.000
39 H -2.7640 3.7441 -0.3724  0.001
40 H 4.4187 0.0986 1.4331  -0.002
41 H 2.9998 -0.7998 -3.2335  0.002
42 H 0.0209 -0.0947 5.2121  0.000
43 H -3.4541 -1.3182 3.0110  0.000

DFT (ωB97M-V/def2-TZVPD) results for C21H25NO3P2Y as an isolated structure at a distorted geometry.

Summary:
2S+1 = 1
relative energy (zero: lowest compared OMol25 entry of this formula, charge and spin) = 2.425 eV
total charge = +1
HOMO = -10.24 eV

Each line ends with the Mulliken charge.
Atoms and positions in Å:
1 Y 0.6902 0.7315 2.5934  0.791
2 P 0.1002 -1.9416 0.9050  0.826
3 P -1.9908 0.5286 0.6490  0.874
4 O -1.7190 -1.0293 4.4099  -0.067
5 O 2.6990 1.3120 3.5294  -0.713
6 O 1.1570 2.9270 3.3556  -0.635
7 N 0.0181 -0.3853 -2.2380  -0.349
8 C -1.6194 1.3403 -2.0393  0.105
9 C 2.1439 1.4951 -2.6998  -0.421
10 C 2.8013 -2.5650 -1.5227  -0.219
11 C 3.6843 -0.3578 -1.8906  -1.106
12 C 1.4671 -2.8031 1.7934  -1.410
13 C -3.4296 -0.4104 1.3035  -1.319
14 C 2.4326 0.1329 -2.3458  0.850
15 C -0.9402 -0.4766 3.7496  0.229
16 C -2.4598 0.4094 -1.2028  -1.288
17 C 1.3078 -0.7945 -2.1320  0.028
18 C -2.6417 2.2231 0.9618  -1.378
19 C 0.3753 -2.7091 -0.8018  -1.215
20 C -1.9902 2.6138 -2.3880  -0.397
21 C 0.7548 1.9346 -2.6399  0.892
22 C -0.2837 0.9229 -2.3901  -0.029
23 C 3.9056 -1.7229 -1.7317  -0.552
24 C 2.3400 2.5448 3.6593  0.463
25 C 0.3202 3.2705 -2.5044  -1.042
26 C 1.5262 -2.0908 -1.5464  -0.044
27 C -1.0315 3.5890 -2.6038  -0.439
28 C -1.2738 -3.0222 1.4173  -1.336
29 H -3.2889 -0.5909 2.3766  0.325
30 H -3.0503 2.8505 -2.3983  0.409
31 H 2.8381 2.2253 -2.2015  0.237
32 H -1.3442 4.6135 -2.8036  0.408
33 H 0.5718 -3.7730 -0.6425  0.675
34 H -3.5063 0.7001 -1.2860  0.634
35 H -4.3455 0.1725 1.1499  0.437
36 H 2.9510 -3.6343 -1.3235  0.391
37 H 4.4997 0.3724 -1.6891  0.332
38 H 1.4710 -2.5154 2.8593  0.442
39 H 1.3209 -3.8834 1.7188  0.417
40 H 1.0786 4.0662 -2.3254  0.319
41 H 4.8999 -2.1240 -1.6503  0.431
42 H -1.7045 -2.6652 2.3564  0.333
43 H -2.0500 -3.0357 0.6492  0.372
44 H -0.8940 -4.0365 1.5649  0.480
45 H 2.4398 -2.5250 1.3521  0.419
46 H -2.3290 -0.6434 -1.4905  0.432
47 H -0.5800 -2.5865 -1.3564  0.442
48 H -2.0508 2.9625 0.3975  0.379
49 H -3.6905 2.2762 0.6693  0.425
50 H -2.5552 2.4621 2.0407  0.425
51 H 3.0627 3.2471 4.0907  0.419
52 H 1.4340 1.7821 1.4977  -0.071
53 H -3.5221 -1.3838 0.7942  0.390

DFT (ωB97M-V/def2-TZVPD) results for a 6-piece molecular cluster, C32H81N5O11 overall at a distorted geometry.

Summary:
2S+1 = 2
total charge = -1
HOMO (alpha / beta) = 0.81 / -6.08 eV
⟨S²⟩ = 0.751

Each line ends with the Mulliken spin population.
Atoms and positions in Å:
1 O 0.4175 1.7800 -4.1343  -0.023
2 O -0.0062 -3.7674 -2.0598  -0.044
3 O 0.5160 -6.4266 -1.3912  -0.047
4 O 3.5111 6.2842 2.2665  -0.258
5 O -2.1627 5.8969 -1.7739  -0.009
6 O -0.7733 4.4091 3.8444  -0.109
7 O -2.8883 -5.8810 -7.3239  -0.018
8 O 1.9398 0.6907 8.0990  -0.538
9 O -2.8164 -2.3285 0.0079  -0.048
10 O -0.1339 0.9909 -0.3055  -0.087
11 O 3.3206 0.5560 -0.1591  -0.939
12 N 2.4841 3.5698 -0.1141  -0.146
13 N -1.1683 -4.8757 0.4648  -0.207
14 N -2.2963 -5.1625 -4.6724  -0.023
15 N -0.3765 3.6011 -1.5854  0.013
16 N -0.1550 2.1604 6.6931  -0.052
17 C 0.6388 0.3749 -4.4152  0.000
18 C 0.0140 -5.6656 0.9833  0.297
19 C 0.9237 -7.3408 -2.3662  0.062
20 C 4.5662 0.2010 0.4858  1.946
21 C -0.8861 2.0741 -3.6748  -0.005
22 C -4.0882 -1.8743 -0.4904  0.092
23 C 0.1339 5.3503 3.2037  -0.121
24 C 3.7070 3.0048 -0.5987  0.088
25 C -3.3305 -6.3345 -8.5733  0.013
26 C -2.6881 -6.4625 -5.0271  -0.005
27 C -0.9571 1.4264 1.9046  0.007
28 C 4.4039 6.5197 3.3835  0.395
29 C 1.3090 0.0772 6.9568  0.759
30 C -3.5772 -6.4361 -6.2291  0.015
31 C -0.1415 0.6872 6.9793  0.113
32 C 2.6831 4.9745 0.3413  -0.074
33 C 3.4521 1.5628 -1.1911  -0.035
34 C -0.6190 0.2872 0.9018  -0.529
35 C -1.2177 5.7292 -0.7394  0.017
36 C -2.5681 7.2364 -2.0163  0.011
37 C 0.3082 -2.4370 -1.6520  -0.081
38 C -1.2110 4.2048 -0.5222  -0.020
39 C 0.4209 -6.8079 0.0278  -0.017
40 C -0.8760 -3.7949 -3.1870  -0.002
41 C -1.4115 -5.1694 -3.5277  0.002
42 C 3.5326 5.0496 1.6242  0.296
43 C 3.2958 0.3867 8.3130  0.644
44 C -0.4869 4.0158 5.1378  0.148
45 C -1.0165 3.4330 -2.8916  0.006
46 C -1.6855 -3.9386 1.4490  0.322
47 C -0.1823 2.5316 5.3191  0.137
48 C -3.0644 -3.3729 0.9870  0.184
49 H 0.7437 2.1312 4.9063  -0.192
50 H -1.0438 -3.1184 1.7709  -0.318
51 H 0.9636 -6.7358 -3.2721  0.006
52 H -3.1525 -7.4049 -8.6758  -0.002
53 H 3.3370 4.3100 2.4007  -0.081
54 H 3.9239 6.1116 4.2730  -0.034
55 H 5.1202 -0.2882 -0.3153  -0.075
56 H -1.6136 1.9304 -4.4737  -0.009
57 H -0.1452 2.0438 2.2889  0.141
58 H -3.8776 -0.8446 -0.7792  0.001
59 H 0.6336 2.4992 7.2254  0.018
60 H -0.5003 -1.9625 -1.0959  -0.025
61 H -0.3788 5.7735 2.3399  0.020
62 H 2.6021 1.5935 -1.8728  0.022
63 H 4.2673 1.3012 -1.8657  -0.034
64 H 1.1163 0.3429 -5.3946  -0.007
65 H 0.1790 -8.1277 -2.4852  -0.003
66 H 3.0893 5.6290 -0.4299  -0.028
67 H -3.5827 -3.0143 1.8763  -0.049
68 H -2.0828 3.5680 -2.7107  0.004
69 H -0.3008 -6.1789 1.8918  -0.024
70 H -0.4115 -3.3112 -4.0463  0.014
71 H -0.7515 0.0831 6.3077  -0.128
72 H -1.2679 0.9368 2.8275  -0.060
73 H -1.7225 -3.1590 -2.9275  0.027
74 H -1.1688 -4.5730 -0.4988  0.058
75 H -1.1372 1.2740 -2.9785  0.008
76 H 0.9392 -5.0954 1.0670  -0.075
77 H 1.7124 5.4043 0.5885  0.021
78 H 4.4184 2.8920 0.2193  0.142
79 H -1.5925 6.1004 0.2145  0.013
80 H 1.4287 -7.1486 0.2650  -0.034
81 H -3.4390 7.2924 -2.6694  0.001
82 H -4.9420 -1.9046 0.1865  0.010
83 H -2.8890 -5.9373 -9.4873  0.003
84 H -1.3822 -0.4705 0.7242  0.191
85 H -0.6568 3.8538 0.3483  -0.014
86 H 5.0479 0.9920 1.0605  -0.110
87 H -4.4034 -6.1450 -8.6091  -0.001
88 H -3.9439 -7.4515 -6.3792  0.002
89 H -0.9203 4.3152 -3.5245  0.000
90 H 4.3508 -0.5968 1.1966  -0.317
91 H -2.2043 3.8112 -0.7381  -0.003
92 H -1.7589 7.7647 -2.5205  -0.001
93 H 1.2259 -0.1136 -3.6376  0.031
94 H -0.2418 2.6368 -1.3171  0.004
95 H -1.9795 -4.5941 2.2688  0.031
96 H -4.4641 -2.6005 -1.2112  -0.018
97 H -1.9050 -7.1639 -5.3149  0.006
98 H -1.0740 2.0908 4.8735  0.015
99 H -1.3438 4.3140 5.7419  0.018
100 H -1.9519 -5.4099 -2.6122  0.002
101 H 1.7861 0.2261 5.9881  -0.285
102 H 4.1885 7.5877 3.4163  -0.036
103 H -0.2581 6.2203 -0.9006  -0.007
104 H -2.8500 7.7876 -1.1192  -0.001
105 H 1.0725 4.8021 3.1222  0.081
106 H 4.4760 4.9660 1.0846  0.011
107 H 0.8123 0.8293 -0.3160  0.040
108 H -3.2854 -6.7512 -4.1623  -0.001
109 H 0.5909 -1.8848 -2.5482  -0.001
110 H 3.3160 0.5833 9.3850  -0.049
111 H -0.2910 -0.1820 -4.5304  0.011
112 H -3.7452 -4.1971 0.7741  0.034
113 H -0.1679 -7.7232 0.0876  0.015
114 H 5.4726 6.3078 3.4169  -0.021
115 H 3.8479 1.1124 7.7158  -0.154
116 H 0.1580 6.1533 3.9405  -0.012
117 H 0.2183 -0.3314 1.2249  -0.024
118 H 1.1496 -2.6027 -0.9792  0.038
119 H -1.6945 2.1107 1.4851  0.063
120 H 4.0759 3.6070 -1.4290  -0.037
121 H 1.8000 -7.9656 -2.1936  0.004
122 H 1.1757 -0.9968 7.0868  0.007
123 H 3.6701 -0.6130 8.0923  -0.011
124 H -4.4375 -5.8260 -5.9539  0.002
125 H 0.3337 4.5283 5.6396  -0.005
126 H -1.9321 -4.7255 -5.5069  0.003
127 H -0.5885 -5.8712 -3.6627  0.005
128 H -0.4671 0.5425 8.0094  0.021
129 H 1.9102 3.6702 -0.9391  0.010

2S+1 of number 2 (C18H14N5O2S2SeV)? 2

What is the formula in the third record? C21H25NO3P2Y

Look up the 2S+1 of the second one. 2

What is the formula in the second record? C18H14N5O2S2SeV